{
  "formula": "C3H3FN2O",
  "method": "ωB97M-V with the def2-TZVPD basis set",
  "species": ["C", "C", "C", "H", "H", "H", "N", "N", "O", "F"],
  "positions_angstrom": [[0.41285, -0.14771, -0.04487], [-0.07373, 1.12214, -0.01698], [-1.71255, -0.17066, -0.05827], [1.86318, -1.37992, 0.62143], [2.40710, -0.04437, -0.21891], [0.46151, 2.05596, -0.00233], [1.66282, -0.74236, -0.12944], [-1.47204, 1.07491, -0.04038], [-0.66596, -1.00577, -0.06437], [-2.88319, -0.76223, -0.04587]],
  "de_lowest_ev": 0.6875,
  "lumo_energy_ev": 0.7,
  "orbital_gap_ev": 9.343,
  "homo_energy_ev": -8.6
}

{
  "formula": "C28H32GeN6SeV",
  "method": "ωB97M-V with the def2-TZVPD basis set",
  "species": ["V", "Se", "N", "C", "C", "C", "C", "C", "N", "C", "C", "N", "C", "C", "C", "C", "C", "N", "H", "H", "H", "H", "H", "H", "C", "Ge", "C", "C", "C", "H", "H", "H", "H", "H", "H", "H", "H", "H", "H", "C", "C", "C", "C", "C", "C", "C", "C", "H", "H", "H", "H", "H", "N", "C", "C", "N", "C", "C", "H", "H", "H", "H", "H", "H", "H", "H", "H", "H", "H"],
  "positions_angstrom": [[-0.00363, -0.42938, 1.12526], [-3.38805, 2.32457, 7.59233], [-1.82076, 1.57072, 7.25272], [-1.79612, 1.28876, 5.97627], [-0.65983, 0.67120, 5.30886], [0.51386, 0.32152, 5.97443], [1.54309, -0.24197, 5.25346], [1.38577, -0.42892, 3.88590], [0.27130, -0.09972, 3.23212], [-0.75246, 0.42830, 3.93781], [-1.96201, 0.74144, 3.19443], [-1.95955, 0.41146, 1.88875], [-3.02719, 0.71236, 1.15944], [-4.15528, 1.32911, 1.68628], [-4.17483, 1.64996, 3.02635], [-3.05806, 1.35524, 3.80528], [-2.97853, 1.64339, 5.22871], [-3.93918, 2.20805, 5.91223], [0.59145, 0.49911, 7.03873], [2.46863, -0.53177, 5.72940], [2.17426, -0.84632, 3.27489], [-2.97043, 0.45664, 0.10913], [-4.99750, 1.54709, 1.04562], [-5.03034, 2.12589, 3.48675], [1.92282, -4.17006, -0.77576], [1.55700, -3.17935, 0.89041], [-0.30494, -3.58332, 1.44836], [2.74702, -3.86377, 2.30595], [1.65143, -1.25127, 0.70240], [2.10155, -5.22329, -0.55640], [2.79954, -3.77097, -1.28711], [1.07249, -4.10677, -1.45757], [-0.51897, -4.64781, 1.34136], [-1.04123, -3.05293, 0.83375], [-0.47453, -3.32429, 2.49678], [2.77102, -4.95421, 2.29579], [2.40673, -3.54184, 3.29170], [3.76473, -3.49916, 2.16097], [2.65884, -0.88527, 0.47141], [-0.21257, 0.85760, -0.52491], [-0.40415, 1.55857, -1.50695], [-0.63953, 2.36895, -2.66025], [-1.66125, 2.03612, -3.56224], [-1.82083, 2.74269, -4.74538], [-0.96938, 3.79748, -5.05458], [0.03179, 4.15396, -4.15836], [0.19970, 3.44952, -2.97390], [-2.32412, 1.21458, -3.32297], [-2.61948, 2.47374, -5.42479], [-1.10081, 4.35247, -5.97383], [0.68021, 4.99277, -4.37823], [0.97574, 3.72911, -2.27239], [1.00082, 0.47591, -4.80144], [0.61411, -0.96206, -4.61259], [0.67012, -1.28975, -3.13500], [2.00316, -1.02056, -2.61120], [2.40233, 0.37128, -2.80538], [2.38480, 0.71995, -4.27791], [0.33752, 1.07435, -4.28479], [0.92977, 0.74385, -5.78166], [1.32750, -1.55667, -5.18210], [-0.38774, -1.09782, -5.01505], [0.45557, -2.35237, -3.01830], [-0.11437, -0.73119, -2.60729], [1.98538, -1.16660, -1.60483], [3.41929, 0.50238, -2.43597], [1.75707, 1.07205, -2.25611], [3.05364, 0.07364, -4.84546], [2.63760, 1.76366, -4.45330]],
  "charge": 1,
  "lumo_energy_ev": [-3.0, -3.0],
  "multiplicity": 3,
  "orbital_gap_ev": [6.589, 6.470],
  "homo_energy_ev": [-9.6, -9.5],
  "s2": 2.352
}

{
  "formula": "C15H38AlBClN2O5P",
  "method": "ωB97M-V with the def2-TZVPD basis set",
  "species": ["C", "C", "O", "B", "O", "Al", "C", "O", "O", "P", "O", "Cl", "H", "H", "H", "H", "H", "H", "H", "H", "C", "C", "N", "C", "C", "C", "C", "H", "H", "H", "H", "H", "H", "H", "H", "H", "H", "H", "H", "H", "H", "H", "C", "C", "N", "C", "C", "C", "C", "H", "H", "H", "H", "H", "H", "H", "H", "H", "H", "H", "H", "H", "H", "H"],
  "positions_angstrom": [[0.47303, -0.31657, -0.53841], [1.69385, -0.13546, -1.43388], [1.62139, 1.12376, -2.06084], [1.28316, 1.30434, -3.39629], [0.68262, 0.16233, -3.99217], [1.50763, 3.15161, -4.51370], [-0.29145, 4.08143, -4.90979], [-0.76624, 3.98845, -6.07092], [-0.83022, 4.65764, -3.92000], [2.94110, 4.73633, -3.35487], [3.30995, 5.71642, -4.65639], [4.82763, 3.63385, -3.17901], [-0.39404, 0.14904, -1.00598], [0.62459, 0.15357, 0.43595], [0.26022, -1.37891, -0.37594], [1.77477, -0.96812, -2.13704], [2.60991, -0.14033, -0.83059], [1.15847, -0.03319, -4.80338], [2.35416, 2.79662, -5.89907], [2.99463, 5.29650, -5.46852], [-0.46987, -5.69400, 2.15545], [0.94233, -5.66231, 1.58992], [1.48043, -4.32070, 1.48514], [2.68658, -4.23413, 0.68127], [3.94596, -4.94439, 1.19350], [1.47174, -3.53979, 2.70854], [2.20618, -4.10111, 3.93503], [-1.12599, -5.03830, 1.58198], [-0.86509, -6.71014, 2.10415], [-0.50133, -5.38389, 3.20067], [0.92475, -6.07703, 0.57799], [1.57678, -6.33992, 2.18808], [2.90797, -3.17585, 0.52432], [2.44181, -4.63276, -0.30772], [4.40154, -4.41793, 2.03187], [4.68869, -4.98585, 0.39455], [3.73747, -5.96993, 1.50434], [0.43078, -3.36618, 2.99178], [1.86290, -2.54856, 2.46902], [1.98796, -5.16007, 4.08814], [1.88197, -3.56603, 4.82998], [3.28693, -3.98541, 3.86118], [-4.73929, 1.20584, 0.26748], [-3.89130, 2.00651, 1.24494], [-2.60131, 2.37180, 0.70137], [-1.67103, 2.86440, 1.69558], [-1.99949, 4.16699, 2.43888], [-2.61538, 3.09159, -0.57186], [-3.37661, 4.41945, -0.63171], [-4.18807, 0.33643, -0.09331], [-5.64944, 0.86023, 0.76363], [-5.04034, 1.80111, -0.59433], [-3.70292, 1.39296, 2.13309], [-4.48173, 2.87414, 1.59151], [-0.69787, 2.96452, 1.20910], [-1.54579, 2.07498, 2.44728], [-1.86801, 5.04209, 1.80401], [-1.32526, 4.27842, 3.29170], [-3.02201, 4.17005, 2.82256], [-3.02507, 2.42470, -1.33180], [-1.57936, 3.25070, -0.87472], [-4.35688, 4.35064, -0.15041], [-3.53374, 4.69220, -1.67558], [-2.82476, 5.23519, -0.16577]],
  "de_lowest_ev": 0.0000,
  "charge": -2,
  "lumo_energy_ev": 3.5,
  "orbital_gap_ev": 3.044,
  "homo_energy_ev": 0.5
}